Entry one
Entry from the Open Molecules 2025 dataset: a cluster of 2 separate species, CHF2IO in total (ωB97M-V/def2-TZVPD).

Each atom is followed by the atoms it is bonded to, with distances in Å.
Positions of all 6 atoms, in Å:
1 O -1.123 -1.089 0.243  C2 1.173
2 C -0.467 -0.119 0.195  O1 1.173, F3 1.337, H4 1.099
3 F -0.972 1.105 0.387  C2 1.337
4 H 0.611 -0.029 -0.001  C2 1.099
5 F -4.961 1.033 -0.218  I6 1.952
6 I -6.521 -0.118 0.001  F5 1.952

Results
**Spin multiplicity**: 1
**SMILES**: O=CF.FI
**E_HOMO**: -10.28 eV
**Gap between HOMO and LUMO**: 8.73 eV

Entry two
Entry from the Open Molecules 2025 dataset: a cluster of 2 separate species, CHF2IO in total (ωB97M-V/def2-TZVPD).

Each atom is followed by the atoms it is bonded to, with distances in Å.
Positions of all 6 atoms, in Å:
1 C 1.867 1.007 0.014  F3 1.285, F4 1.317, I5 2.044
2 O 0.133 -0.071 0.724  H6 1.054
3 F 2.051 1.920 0.899  C1 1.285
4 F 1.528 1.544 -1.139  C1 1.317
5 I 3.380 -0.367 -0.001  C1 2.044
6 H 0.031 0.511 1.596  O2 1.054

Results
**Spin multiplicity**: 1
**E_HOMO**: -10.14 eV
**Gap between HOMO and LUMO**: 9.19 eV

Energy comparison, zero being the most stable, in hartree: entry one 0.0000; entry two 0.0807.

Entry one
Entry from the Open Molecules 2025 dataset: an isolated molecule of C3H9N (ωB97M-V/def2-TZVPD).

Each atom is followed by the atoms it is bonded to, with distances in Å.
Positions of all 13 atoms, in Å:
1 C -1.841 0.196 -0.535  C2 1.575, H5 1.112, H6 1.158, H7 1.130
2 C -0.282 0.039 -0.694  C1 1.575, C3 1.528, H8 1.080, H9 1.094
3 C 0.359 -0.086 0.688  C2 1.528, N4 1.469, H10 1.063, H11 1.111
4 N 1.817 -0.060 0.511  C3 1.469, H12 1.075, H13 1.058
5 H -2.430 -0.006 -1.457  C1 1.112
6 H -2.062 1.285 -0.212  C1 1.158
7 H -2.117 -0.525 0.290  C1 1.130
8 H 0.174 0.820 -1.284  C2 1.080
9 H -0.142 -0.893 -1.248  C2 1.094
10 H -0.024 -0.976 1.125  C3 1.063
11 H 0.075 0.813 1.277  C3 1.111
12 H 2.009 -0.827 -0.218  N4 1.075
13 H 2.383 -0.164 1.398  N4 1.058

Results
**Spin multiplicity**: 1
**SMILES**: CCCN
**E_HOMO**: -9.20 eV
**Gap between HOMO and LUMO**: 10.47 eV

Entry two
Entry from the Open Molecules 2025 dataset: a cluster of 2 separate species, C3H9N in total (ωB97M-V/def2-TZVPD).

Each atom is followed by the atoms it is bonded to, with distances in Å.
Positions of all 13 atoms, in Å:
1 C -0.434 1.337 -1.669  C2 1.333, H4 1.078, H5 1.074
2 C -1.160 0.492 -0.937  C1 1.333, C3 1.497, H6 1.079
3 C -1.532 0.681 0.501  C2 1.497, H7 1.094, H8 1.087, H9 1.087
4 H -0.296 1.182 -2.728  C1 1.078
5 H -0.188 2.288 -1.233  C1 1.074
6 H -1.538 -0.421 -1.369  C2 1.079
7 H -2.609 0.494 0.531  C3 1.094
8 H -1.369 1.690 0.870  C3 1.087
9 H -1.111 -0.113 1.112  C3 1.087
10 N 2.587 -1.981 1.408  H11 1.004, H12 1.007, H13 1.002
11 H 1.591 -1.989 1.283  N10 1.004
12 H 3.025 -2.570 0.718  N10 1.007
13 H 3.033 -1.090 1.514  N10 1.002

Results
**Spin multiplicity**: 1
**SMILES**: C=CC.N
**E_HOMO**: -9.64 eV
**Gap between HOMO and LUMO**: 10.64 eV

Energy comparison, zero being the most stable, in hartree: entry one 0.0000; entry two 0.0139.

Entry one
Entry from the Open Molecules 2025 dataset: an isolated molecule of C3H9N (ωB97M-V/def2-TZVPD).

Each atom is followed by the atoms it is bonded to, with distances in Å.
Positions of all 13 atoms, in Å:
1 C -0.392 1.188 -0.503  N2 1.424, H5 1.114, H6 1.139, H7 1.098
2 N -0.241 -0.224 -0.399  C1 1.424, C3 1.448, C4 1.416
3 C 1.145 -0.644 -0.391  N2 1.448, H8 1.158, H9 1.126, H10 1.109
4 C -0.788 -0.640 0.839  N2 1.416, H11 1.159, H12 1.113, H13 1.119
5 H -0.036 1.514 -1.508  C1 1.114
6 H 0.167 1.765 0.305  C1 1.139
7 H -1.439 1.518 -0.471  C1 1.098
8 H 1.690 -0.245 -1.332  C3 1.158
9 H 1.158 -1.757 -0.558  C3 1.126
10 H 1.710 -0.299 0.499  C3 1.109
11 H -1.825 -0.127 0.910  C4 1.159
12 H -0.964 -1.738 0.888  C4 1.113
13 H -0.184 -0.311 1.721  C4 1.119

Results
**Spin multiplicity**: 1
**SMILES**: CN(C)C
**E_HOMO**: -8.84 eV
**Gap between HOMO and LUMO**: 10.02 eV

Entry two
Entry from the Open Molecules 2025 dataset: an isolated molecule of C3H9N (ωB97M-V/def2-TZVPD).

Each atom is followed by the atoms it is bonded to, with distances in Å.
Positions of all 13 atoms, in Å:
1 C -0.310 -0.159 1.366  N2 1.446, H5 1.125, H6 1.092, H7 1.089
2 N 0.078 -0.316 -0.018  C1 1.446, C3 1.473, C4 1.423
3 C -0.964 -0.404 -1.056  N2 1.473, H8 1.089, H9 1.099, H10 1.088
4 C 1.205 0.493 -0.333  N2 1.423, H11 1.086, H12 1.080, H13 1.125
5 H -0.914 0.775 1.530  C1 1.125
6 H 0.521 -0.258 2.068  C1 1.092
7 H -0.906 -0.987 1.746  C1 1.089
8 H -1.039 0.558 -1.561  C3 1.089
9 H -0.589 -1.170 -1.750  C3 1.099
10 H -1.930 -0.771 -0.718  C3 1.088
11 H 1.703 0.436 -1.297  C4 1.086
12 H 2.031 0.189 0.293  C4 1.080
13 H 1.114 1.613 -0.271  C4 1.125

Results
**Spin multiplicity**: 1
**SMILES**: CN(C)C
**E_HOMO**: -8.10 eV
**Gap between HOMO and LUMO**: 9.24 eV

Energy comparison, zero being the most stable, in hartree: entry one 0.0000; entry two 0.0077.

Entry one
Entry from the Open Molecules 2025 dataset: an isolated molecule of C6H11ClN2 (ωB97M-V/def2-TZVPD).

Each atom is followed by the atoms it is bonded to, with distances in Å.
Positions of all 20 atoms, in Å:
1 C -1.627 -1.225 0.106  C2 1.515, C3 1.268, H10 1.123
2 C -0.158 -1.595 0.159  C1 1.515, N7 1.292, H11 1.039
3 C -2.097 -0.088 0.412  C1 1.268, C4 1.455, Cl9 1.719
4 C -1.691 0.928 1.371  C3 1.455, H12 1.145, H13 1.092, H14 1.061
5 C 2.114 -0.945 -0.315  N7 1.471, H15 1.136, H16 1.106, H17 1.129
6 C 1.270 1.507 -0.985  N8 1.451, H18 1.114, H19 1.045, H20 1.061
7 N 0.663 -0.703 -0.287  C2 1.292, C5 1.471, N8 1.293
8 N 0.297 0.475 -0.675  C6 1.451, N7 1.293
9 Cl -3.585 0.208 -0.396  C3 1.719
10 H -2.339 -1.989 -0.308  C1 1.123
11 H 0.318 -2.513 0.243  C2 1.039
12 H -1.145 0.502 2.284  C4 1.145
13 H -2.653 1.133 1.846  C4 1.092
14 H -1.416 1.815 0.858  C4 1.061
15 H 2.569 -0.752 -1.338  C5 1.136
16 H 2.553 -0.200 0.374  C5 1.106
17 H 2.362 -2.008 -0.023  C5 1.129
18 H 1.561 1.490 -2.060  C6 1.114
19 H 0.834 2.446 -0.845  C6 1.045
20 H 2.169 1.517 -0.422  C6 1.061

Results
**Spin multiplicity**: 1
**E_HOMO**: -7.07 eV
**Gap between HOMO and LUMO**: 7.89 eV

Entry two
Entry from the Open Molecules 2025 dataset: an isolated molecule of C6H11ClN2 (ωB97M-V/def2-TZVPD).

Each atom is followed by the atoms it is bonded to, with distances in Å.
Positions of all 20 atoms, in Å:
1 C -1.191 1.935 -0.134  C3 1.512, C4 1.528, H10 1.095, H12 1.129
2 C 1.695 -0.155 -1.168  N8 1.300, Cl9 1.722
3 C -0.429 0.787 0.489  C1 1.512, C4 1.431, C5 1.572, N7 1.466
4 C -1.717 1.097 1.030  C1 1.528, C3 1.431, H11 1.056, H13 1.063
5 C 0.832 0.910 1.419  C3 1.572, H14 1.113, H15 1.028, H16 1.093
6 C 0.610 -2.448 -1.078  N8 1.524, H17 1.083, H18 1.144, H19 1.100
7 N -0.392 -0.547 -0.118  C3 1.466, N8 1.392, H20 1.022
8 N 0.692 -0.937 -0.899  C2 1.300, C6 1.524, N7 1.392
9 Cl 2.997 -0.972 -1.945  C2 1.722
10 H -0.781 2.950 -0.156  C1 1.095
11 H -2.610 0.596 0.771  C4 1.056
12 H -1.817 1.631 -1.024  C1 1.129
13 H -1.817 1.385 2.049  C4 1.063
14 H 0.709 0.501 2.447  C5 1.113
15 H 1.146 1.876 1.578  C5 1.028
16 H 1.641 0.492 0.815  C5 1.093
17 H 0.351 -2.971 -0.165  C6 1.083
18 H -0.265 -2.719 -1.764  C6 1.144
19 H 1.589 -2.754 -1.476  C6 1.100
20 H -1.245 -0.658 -0.672  N7 1.022

Results
**Spin multiplicity**: 1
**E_HOMO**: -8.40 eV
**Gap between HOMO and LUMO**: 9.24 eV

Energy comparison, zero being the most stable, in hartree: entry one 0.0000; entry two 0.0083.

Entry one
Entry from the Open Molecules 2025 dataset: an isolated molecule of C11H13N (ωB97M-V/def2-TZVPD).

Each atom is followed by the atoms it is bonded to, with distances in Å.
Positions of all 25 atoms, in Å:
1 C 0.276 2.001 -2.299  C2 1.388, C3 1.387, H13 1.180
2 C 0.226 1.190 -1.173  C1 1.388, C5 1.405, H14 1.142
3 C 0.190 3.383 -2.200  C1 1.387, N12 1.355, H15 1.033
4 C 0.085 3.188 0.095  C5 1.401, N12 1.319, H16 1.083
5 C 0.219 1.793 0.096  C2 1.405, C4 1.401, C8 1.372
6 C 0.258 -1.051 0.976  C7 1.429, C9 1.327
7 C 1.308 -0.232 1.492  C6 1.429, C8 1.596, H17 1.050, H18 1.093
8 C 0.597 1.177 1.262  C5 1.372, C7 1.596, H19 1.038
9 C -0.371 -2.149 0.575  C6 1.327, C10 1.526, C11 1.490
10 C -1.740 -2.019 -0.086  C9 1.526, H20 0.999, H21 1.076, H22 1.071
11 C -0.096 -3.576 0.904  C9 1.490, H23 1.046, H24 1.100, H25 1.221
12 N 0.110 3.958 -0.976  C3 1.355, C4 1.319
13 H 0.376 1.579 -3.396  C1 1.180
14 H 0.155 0.050 -1.186  C2 1.142
15 H 0.328 3.962 -3.044  C3 1.033
16 H 0.125 3.682 1.058  C4 1.083
17 H 1.523 -0.260 2.520  C7 1.050
18 H 2.175 -0.267 0.827  C7 1.093
19 H 0.324 1.639 2.151  C8 1.038
20 H -2.060 -1.092 -0.280  C10 0.999
21 H -2.307 -2.578 0.638  C10 1.076
22 H -1.826 -2.502 -1.039  C10 1.071
23 H -0.031 -4.167 0.043  C11 1.046
24 H -0.800 -4.153 1.521  C11 1.100
25 H 0.956 -3.558 1.524  C11 1.221

Results
**Spin multiplicity**: 1
**E_HOMO (spin up / spin down)**: -7.28 / -7.49 eV
**Gap between HOMO and LUMO (spin up / spin down)**: 7.71 / 7.10 eV

Entry two
Entry from the Open Molecules 2025 dataset: an isolated molecule of C11H13N (ωB97M-V/def2-TZVPD).

Each atom is followed by the atoms it is bonded to, with distances in Å.
Positions of all 25 atoms, in Å:
1 C -0.029 2.392 -2.559  C2 1.475, H13 1.100, H14 1.059, H15 1.097
2 C -0.555 2.793 -1.241  C1 1.475, C3 1.503, C4 1.384
3 C -0.931 4.193 -0.842  C2 1.503, H16 1.093, H17 1.120, H18 1.109
4 C -0.778 1.853 -0.250  C2 1.384, N5 1.407, H19 1.099
5 N -0.568 0.462 -0.302  C4 1.407, C6 1.286
6 C -1.557 -0.296 0.012  N5 1.286, C7 1.472, H20 1.085
7 C -1.297 -1.635 0.566  C6 1.472, C8 1.428, C12 1.416
8 C -2.349 -2.183 1.360  C7 1.428, C9 1.483, H21 1.075
9 C -1.996 -3.478 1.991  C8 1.483, C10 1.373, H22 1.074
10 C -0.929 -4.242 1.587  C9 1.373, C11 1.401, H23 1.098
11 C 0.036 -3.648 0.762  C10 1.401, C12 1.379, H24 1.147
12 C -0.134 -2.379 0.249  C7 1.416, C11 1.379, H25 1.152
13 H -0.119 1.325 -2.810  C1 1.100
14 H -0.621 2.915 -3.265  C1 1.059
15 H 1.020 2.705 -2.628  C1 1.097
16 H -0.058 4.783 -0.548  C3 1.093
17 H -1.656 4.182 0.011  C3 1.120
18 H -1.320 4.705 -1.745  C3 1.109
19 H -1.245 2.267 0.654  C4 1.099
20 H -2.548 0.120 0.155  C6 1.085
21 H -3.271 -1.656 1.526  C8 1.075
22 H -2.745 -3.824 2.678  C9 1.074
23 H -0.718 -5.261 1.935  C10 1.098
24 H 1.068 -4.106 0.564  C11 1.147
25 H 0.547 -1.959 -0.579  C12 1.152

Results
**Spin multiplicity**: 1
**SMILES**: CC(C)=C/N=C/c1ccccc1
**E_HOMO**: -7.93 eV
**Gap between HOMO and LUMO**: 8.23 eV

Energy comparison, zero being the most stable, in hartree: entry one 0.1347; entry two 0.0000.

Entry one
Entry from the Open Molecules 2025 dataset: an isolated molecule of CH5FOP2 (ωB97M-V/def2-TZVPD).

Each atom is followed by the atoms it is bonded to, with distances in Å.
Positions of all 10 atoms, in Å:
1 C -1.112 1.211 0.164  O2 1.401, H6 1.166, H7 1.125, H8 1.179
2 O -0.463 0.632 -0.933  C1 1.401, P5 1.664
3 F 0.929 -1.259 1.953  P4 1.634
4 P 1.627 -0.896 0.521  F3 1.634, P5 2.213, H10 1.324
5 P 0.053 -0.947 -1.033  O2 1.664, P4 2.213, H9 1.315
6 H -0.453 1.147 1.125  C1 1.166
7 H -2.068 0.622 0.233  C1 1.125
8 H -1.428 2.244 -0.309  C1 1.179
9 H 1.020 -0.619 -1.861  P5 1.315
10 H 1.894 -2.135 0.142  P4 1.324

Results
**Spin multiplicity**: 3
**E_HOMO (spin up / spin down)**: -4.84 / -10.08 eV
**Gap between HOMO and LUMO (spin up / spin down)**: 5.53 / 7.04 eV

Entry two
Entry from the Open Molecules 2025 dataset: an isolated molecule of CH5FOP2 (ωB97M-V/def2-TZVPD).

Each atom is followed by the atoms it is bonded to, with distances in Å.
Positions of all 10 atoms, in Å:
1 C 0.034 -0.576 1.279  P5 1.846, H6 1.088, H7 1.088, H8 1.090
2 O -0.322 0.110 -2.385  P4 1.661, H9 0.958
3 F 1.775 1.515 0.923  P5 1.811
4 P -0.213 1.229 -1.163  O2 1.661, P5 2.196, H10 1.408
5 P 1.221 0.051 0.012  C1 1.846, F3 1.811, P4 2.196
6 H -0.456 0.255 1.780  C1 1.088
7 H 0.551 -1.191 2.012  C1 1.088
8 H -0.712 -1.186 0.769  C1 1.090
9 H -1.175 0.111 -2.819  O2 0.958
10 H 0.822 2.001 -1.725  P4 1.408

Results
**Spin multiplicity**: 3
**E_HOMO (spin up / spin down)**: -5.66 / -10.28 eV
**Gap between HOMO and LUMO (spin up / spin down)**: 6.34 / 7.25 eV

Energy comparison, zero being the most stable, in hartree: entry one 0.0679; entry two 0.0000.

Entry one
Entry from the Open Molecules 2025 dataset: a cluster of 6 separate species, H13NO5 in total (ωB97M-V/def2-TZVPD).

Each atom is followed by the atoms it is bonded to, with distances in Å.
Positions of all 19 atoms, in Å:
1 N 0.845 -1.709 -1.992  H2 1.017, H3 1.000, H4 1.019
2 H 1.501 -1.004 -2.319  N1 1.017
3 H -0.011 -1.853 -2.490  N1 1.000
4 H 0.656 -1.537 -1.006  N1 1.019
5 O 2.335 1.467 0.567  H6 0.960, H7 0.958
6 H 1.842 1.459 -0.256  O5 0.960
7 H 3.106 0.900 0.607  O5 0.958
8 O -2.602 0.291 1.133  H9 0.960, H10 0.956
9 H -1.760 0.295 0.672  O8 0.960
10 H -2.637 1.162 1.527  O8 0.956
11 O -0.845 -2.310 0.639  H12 0.953, H13 0.954
12 H -1.030 -2.723 -0.200  O11 0.953
13 H -1.634 -2.197 1.163  O11 0.954
14 O -0.110 0.626 2.402  H15 0.976, H16 0.961
15 H 0.711 0.797 1.903  O14 0.976
16 H -0.312 -0.194 1.944  O14 0.961
17 O 0.288 2.103 -1.252  H18 0.954, H19 0.954
18 H -0.590 2.023 -0.886  O17 0.954
19 H 0.249 2.403 -2.157  O17 0.954

Results
**Spin multiplicity**: 1
**SMILES**: N.O.O.O.O.O
**E_HOMO**: -9.97 eV
**Gap between HOMO and LUMO**: 10.15 eV

Entry two
Entry from the Open Molecules 2025 dataset: a cluster of 6 separate species, H13NO5 in total (ωB97M-V/def2-TZVPD).

Each atom is followed by the atoms it is bonded to, with distances in Å.
Positions of all 19 atoms, in Å:
1 N 0.856 0.615 1.504  H2 1.010, H3 1.051, H4 1.046
2 H 0.250 1.076 0.840  N1 1.010
3 H 1.025 1.276 2.303  N1 1.051
4 H 0.302 -0.104 2.023  N1 1.046
5 O -0.701 2.765 -0.413  H6 0.975, H7 0.967
6 H -1.566 2.376 -0.639  O5 0.975
7 H -0.326 2.847 -1.300  O5 0.967
8 O 1.154 -0.793 -2.196  H9 0.900, H10 0.935
9 H 1.770 -0.144 -2.301  O8 0.900
10 H 1.394 -1.189 -1.384  O8 0.935
11 O 2.119 -1.482 0.279  H12 1.085, H13 0.943
12 H 1.759 -0.568 0.739  O11 1.085
13 H 1.430 -2.061 0.560  O11 0.943
14 O -1.732 -1.078 1.602  H15 1.043, H16 0.914
15 H -1.527 -0.941 0.589  O14 1.043
16 H -2.558 -0.685 1.605  O14 0.914
17 O -1.275 -0.370 -1.032  H18 0.988, H19 0.953
18 H -0.475 -0.464 -1.603  O17 0.988
19 H -1.900 -1.076 -1.177  O17 0.953

Results
**Spin multiplicity**: 1
**SMILES**: N.O.O.O.O.O
**E_HOMO**: -10.54 eV
**Gap between HOMO and LUMO**: 10.88 eV

Energy comparison, zero being the most stable, in hartree: entry one 0.0093; entry two 0.0000.